Entry 1:
Entry from the Open Molecules 2025 dataset: a 7-piece molecular cluster, C28H58NO20 overall at a distorted geometry (ωB97M-V/def2-TZVPD).

Frontier orbital gap   3.49 eV
LUMO level   1.74 eV
Total charge   -1

Each line ends with the Mulliken charge.
Cartesian coordinates (Å):
C (3.0874, 0.1922, 1.5838)  -1.27
C (2.2935, 0.2988, 0.2800)  -0.39
C (1.6220, 1.6816, 0.1040)  -0.46
C (0.1266, 1.5144, 0.3850)  -0.54
C (-0.7097, 2.7934, 0.3334)  -0.80
C (-0.9819, 3.4916, 1.6694)  -0.53
C (-1.3470, 2.5760, 2.8417)  -0.75
C (-2.7638, 1.9901, 2.7583)  -0.96
C (-2.9198, 0.7729, 1.8267)  -0.56
N (-3.3718, 1.1463, 0.5096)  -0.29
C (-4.3858, 0.3028, 0.0984)  -0.05
O (-5.0024, 0.7707, -1.1568)  -0.10
O (-4.8702, 2.1909, -1.2245)  -0.39
H (2.4259, -0.0068, 2.4220)  0.32
H (3.7850, -0.6413, 1.5151)  0.32
H (3.6755, 1.0860, 1.7663)  0.34
H (2.9605, 0.0561, -0.5442)  0.37
H (1.5120, -0.4536, 0.2995)  0.27
H (1.7776, 1.9777, -0.9296)  0.33
H (2.0926, 2.3930, 0.7805)  0.22
H (-0.0151, 0.9400, 1.2923)  0.20
H (-0.2334, 0.8834, -0.4255)  0.30
H (-1.6297, 2.6071, -0.2036)  0.43
H (-0.1441, 3.4982, -0.2869)  0.42
H (-0.1865, 4.1698, 1.9811)  0.19
H (-1.8515, 4.1281, 1.5108)  0.38
H (-0.6099, 1.8053, 3.0466)  0.29
H (-1.3489, 3.2143, 3.7307)  0.37
H (-2.9839, 1.6438, 3.7757)  0.36
H (-3.4814, 2.7720, 2.5371)  0.28
H (-1.9830, 0.1826, 1.8359)  0.11
H (-3.6855, 0.1210, 2.2946)  0.52
H (-5.2268, 0.2497, 0.8338)  -0.21
H (-4.0452, -0.7335, -0.1197)  0.11
H (-5.5884, 2.4208, -1.8307)  0.26
C (-8.2334, 0.3496, 1.0163)  -0.64
O (-9.3821, 0.4125, 1.8802)  -0.35
C (-9.2225, -0.1697, 3.0626)  0.75
O (-8.2380, -0.7350, 3.4582)  -0.55
O (-10.3645, -0.0240, 3.7546)  -0.34
C (-10.3290, -0.6081, 5.0539)  -0.63
H (-8.5088, 0.8545, 0.0955)  0.29
H (-7.3815, 0.8604, 1.4578)  0.29
H (-7.9783, -0.6833, 0.7902)  0.33
H (-9.5555, -0.1451, 5.6643)  0.29
H (-10.1605, -1.6820, 4.9901)  0.29
H (-11.3010, -0.4230, 5.5041)  0.21
C (4.1654, -4.1726, -2.7462)  -0.55
O (5.5422, -3.9620, -2.4167)  -0.33
C (5.7581, -2.8402, -1.7251)  0.83
O (4.9144, -2.0541, -1.3868)  -0.54
O (7.0664, -2.7452, -1.4741)  -0.32
C (7.4316, -1.5783, -0.7319)  -0.58
H (4.1095, -5.1041, -3.3028)  0.12
H (3.5625, -4.2594, -1.8450)  0.30
H (3.7927, -3.3633, -3.3710)  0.30
H (6.9469, -1.5728, 0.2423)  0.29
H (7.1747, -0.6756, -1.2822)  0.28
H (8.5085, -1.6163, -0.5945)  0.19
C (-5.9149, -1.2539, -3.0015)  -0.43
O (-7.2939, -1.6647, -3.1029)  -0.32
C (-7.4895, -2.9734, -3.1013)  0.78
O (-6.6446, -3.8301, -3.0343)  -0.55
O (-8.8109, -3.1988, -3.1908)  -0.32
C (-9.1645, -4.5784, -3.1960)  -0.64
H (-5.9011, -0.1755, -3.0134)  0.13
H (-5.4793, -1.5964, -2.0685)  0.22
H (-5.3465, -1.6326, -3.8513)  0.32
H (-8.8492, -5.0615, -2.2726)  0.29
H (-8.7244, -5.0872, -4.0525)  0.29
H (-10.2482, -4.6209, -3.2712)  0.21
C (0.7809, 8.7996, 3.0032)  -0.66
O (1.1346, 7.5653, 2.3834)  -0.25
C (2.0922, 7.6646, 1.4632)  0.74
O (2.6551, 8.6794, 1.1352)  -0.57
O (2.3159, 6.4503, 0.9690)  -0.19
C (3.3181, 6.3962, -0.0403)  -0.67
H (-0.0013, 8.5701, 3.7210)  0.21
H (1.6349, 9.2278, 3.5257)  0.29
H (0.3977, 9.5044, 2.2674)  0.29
H (4.2824, 6.7165, 0.3519)  0.32
H (3.0414, 7.0051, -0.8995)  0.32
H (3.3851, 5.3579, -0.3533)  0.16
C (10.9551, 3.3781, -0.6603)  -0.62
O (11.6379, 2.8148, 0.4622)  -0.32
C (10.9478, 1.8691, 1.1019)  0.82
O (9.8473, 1.4796, 0.8106)  -0.53
O (11.6886, 1.4307, 2.1214)  -0.32
C (11.0639, 0.4080, 2.9005)  -0.61
H (11.6203, 4.1251, -1.0838)  0.21
H (10.7485, 2.6145, -1.4077)  0.29
H (10.0293, 3.8564, -0.3470)  0.29
H (10.8618, -0.4706, 2.2908)  0.28
H (10.1420, 0.7740, 3.3479)  0.29
H (11.7660, 0.1460, 3.6868)  0.21
C (-1.4431, -7.2397, -3.4587)  -0.64
O (-0.0708, -7.1229, -3.0722)  -0.30
C (0.7655, -7.9049, -3.7498)  0.78
O (0.4693, -8.6747, -4.6274)  -0.55
O (1.9999, -7.6851, -3.2875)  -0.29
C (3.0139, -8.4591, -3.9275)  -0.71
H (-2.0008, -6.5520, -2.8303)  0.24
H (-1.5732, -6.9597, -4.5020)  0.29
H (-1.8032, -8.2533, -3.2931)  0.29
H (3.0594, -8.2311, -4.9910)  0.32
H (2.8387, -9.5229, -3.7781)  0.36
H (3.9551, -8.1820, -3.4605)  0.20

***

Entry 2:
Entry from the Open Molecules 2025 dataset: a 4-piece molecular cluster, C28H61ClFN2O3S4 overall at a distorted geometry (ωB97M-V/def2-TZVPD).

Frontier orbital gap   8.16 eV
LUMO level   -2.34 eV
Total charge   +1

Each line ends with the Mulliken charge.
Cartesian coordinates (Å):
C (5.0637, 0.7836, 3.0679)  -1.14
C (3.8574, 1.7192, 2.8564)  -0.17
C (3.8201, 2.3855, 1.4816)  -1.05
C (3.6510, 1.4275, 0.3050)  -1.13
C (2.3678, 0.5592, 0.3912)  0.43
C (2.7019, -0.8413, 0.8961)  -1.58
C (1.5579, -1.8550, 0.8372)  1.32
F (2.0029, -2.9101, 1.6180)  -0.50
N (0.3592, -1.3314, 1.5839)  0.28
C (-1.0251, -1.0908, 0.9100)  -1.77
N (-1.5722, 0.1223, 1.4169)  -0.55
C (-2.3340, 0.1981, 2.4443)  0.99
C (-1.9239, -0.3261, 3.8106)  -1.23
C (-3.6699, 0.8392, 2.3725)  -1.62
C (-0.8272, -1.0306, -0.5971)  0.42
C (-2.0219, -0.3941, -1.3506)  0.53
C (-3.4519, -0.8157, -0.9639)  -1.41
C (-1.7878, -0.2842, -2.8698)  -1.68
C (-2.0647, -1.4798, -3.7947)  0.25
C (-3.5257, -1.6218, -4.2715)  -1.54
C (-0.1979, -2.3690, -1.0829)  0.94
C (-0.8958, -3.7005, -0.7686)  -0.96
Cl (-0.5809, -4.2949, 0.9255)  -0.11
C (-2.3972, -3.8258, -1.0047)  0.26
C (-2.7864, -5.2797, -1.2809)  -1.56
C (1.2924, -2.3382, -0.6079)  -1.72
S (2.2420, -3.8146, -1.0453)  -0.19
H (4.7656, -0.2545, 3.2231)  0.29
H (5.7847, 0.8030, 2.2498)  0.34
H (5.5949, 1.0602, 3.9777)  0.29
H (3.9284, 2.5206, 3.5930)  0.47
H (2.9259, 1.1878, 3.0781)  0.13
H (4.7527, 2.9430, 1.3607)  0.47
H (3.0196, 3.1323, 1.4509)  0.34
H (4.5096, 0.7481, 0.3035)  0.39
H (3.7002, 1.9510, -0.6490)  0.39
H (1.6898, 1.1008, 1.0608)  0.30
H (1.9590, 0.5164, -0.6188)  0.17
H (3.0843, -0.8436, 1.9173)  0.03
H (3.4689, -1.2622, 0.2434)  0.54
H (0.2193, -1.9620, 2.3777)  0.64
H (0.6077, -0.4259, 1.9868)  0.66
H (-1.7088, -1.8900, 1.1835)  0.94
H (-2.4898, 0.1712, 4.5936)  0.46
H (-2.1494, -1.3985, 3.8638)  0.29
H (-0.8592, -0.1503, 3.9471)  0.25
H (-4.3777, 0.0122, 2.2212)  0.24
H (-3.7600, 1.4774, 1.4954)  0.30
H (-3.9680, 1.3560, 3.2815)  0.65
H (-0.0287, -0.2918, -0.7483)  -0.36
H (-1.9744, 0.6398, -1.0061)  0.57
H (-3.9277, -1.4627, -1.6946)  0.29
H (-3.5098, -1.3148, 0.0019)  0.20
H (-4.0765, 0.0745, -0.8835)  0.30
H (-0.7480, 0.0397, -3.0033)  0.35
H (-2.3944, 0.5475, -3.2367)  0.67
H (-1.4783, -1.2946, -4.6991)  0.24
H (-1.7030, -2.4357, -3.4194)  0.13
H (-3.5754, -1.9620, -5.3022)  0.43
H (-4.0329, -2.3574, -3.6408)  0.30
H (-4.0644, -0.6837, -4.1320)  0.28
H (-0.0876, -2.3046, -2.1647)  0.73
H (-0.4150, -4.4578, -1.3864)  0.94
H (-2.7270, -3.2106, -1.8357)  -0.46
H (-2.9162, -3.4836, -0.1093)  0.18
H (-2.5356, -5.5371, -2.3104)  0.38
H (-3.8594, -5.4212, -1.1605)  0.45
H (-2.2811, -5.9630, -0.5991)  0.35
H (1.7495, -1.5895, -1.2567)  0.76
H (1.8917, -4.6168, -0.0350)  0.19
C (10.1742, 1.8021, 4.2313)  -0.90
S (8.7913, 2.1679, 5.3163)  0.48
O (7.8748, 0.9981, 5.2660)  -0.59
C (8.0652, 3.4408, 4.2749)  -0.86
H (10.7399, 0.9901, 4.6827)  0.32
H (9.7992, 1.4952, 3.2550)  0.29
H (10.8072, 2.6847, 4.1415)  0.36
H (7.8369, 3.0204, 3.2951)  0.21
H (8.7603, 4.2751, 4.1823)  0.41
H (7.1504, 3.7791, 4.7574)  0.30
C (-6.4470, 4.2733, 2.3019)  -0.92
S (-4.8907, 4.2845, 3.1952)  0.57
O (-4.9138, 3.1158, 4.1218)  -0.65
C (-5.2431, 5.7320, 4.1921)  -1.02
H (-6.4478, 3.4057, 1.6452)  0.29
H (-7.2713, 4.2017, 3.0109)  0.32
H (-6.5282, 5.1826, 1.7069)  0.37
H (-6.1495, 5.5580, 4.7708)  0.31
H (-5.3603, 6.5985, 3.5417)  0.38
H (-4.3995, 5.8868, 4.8610)  0.34
C (-0.7404, -1.3197, -8.5730)  -1.05
S (-2.1151, -0.7221, -7.5849)  0.73
O (-3.1705, -1.7674, -7.6300)  -0.65
C (-2.6140, 0.5840, -8.7101)  -1.07
H (-0.3113, -2.1768, -8.0582)  0.31
H (-1.1051, -1.6222, -9.5542)  0.36
H (0.0087, -0.5335, -8.6658)  0.37
H (-2.8505, 0.1520, -9.6821)  0.35
H (-1.8091, 1.3136, -8.7980)  0.36
H (-3.4980, 1.0607, -8.2920)  0.32

***

Entry 3:
Entry from the Open Molecules 2025 dataset: a 11-piece molecular cluster, C28H63F6N6O12S2 overall at a distorted geometry (ωB97M-V/def2-TZVPD).

Frontier orbital gap   6.17 eV
Relative energy (zero: lowest compared OMol25 entry of this formula, charge and spin)   0.00 kcal per mole
LUMO level   2.01 eV
Total charge   -1

Each line ends with the Mulliken charge.
Cartesian coordinates (Å):
N (12.5778, 10.8947, -11.9996)  1.10
H (12.9782, 10.6526, -11.0624)  0.21
H (11.5522, 10.9878, -11.8628)  -0.40
H (12.6130, 10.1271, -12.6753)  0.84
H (12.9215, 11.8725, -12.1976)  0.33
C (10.6854, 15.6008, -8.9228)  -0.99
N (11.5917, 14.3984, -8.7425)  0.30
C (11.8821, 13.8393, -10.1340)  -0.40
C (12.8778, 14.8691, -8.1125)  -0.84
C (10.8897, 13.4047, -7.8222)  -0.81
C (11.3004, 11.9796, -8.1458)  0.52
O (12.6700, 11.9471, -7.7785)  -0.69
H (11.3045, 16.3180, -9.4467)  0.40
H (10.3534, 15.8953, -7.9284)  0.37
H (9.7967, 15.2222, -9.4226)  0.30
H (12.2536, 14.6970, -10.6867)  0.54
H (10.9548, 13.3920, -10.4782)  -0.14
H (12.6561, 13.0803, -10.0393)  0.14
H (13.5191, 13.9965, -8.2121)  0.42
H (12.7275, 15.0627, -7.0542)  0.34
H (13.2847, 15.7278, -8.6380)  0.33
H (9.8398, 13.4529, -8.1346)  0.50
H (11.0316, 13.6945, -6.7872)  0.21
H (10.9702, 11.6785, -9.1424)  -0.21
H (10.7599, 11.2525, -7.5270)  0.09
H (13.1738, 11.5705, -8.5356)  0.33
C (8.7650, 11.8772, -14.0175)  0.49
F (9.3481, 12.9558, -14.4830)  -0.15
F (7.5295, 11.7161, -14.4742)  -0.22
F (9.4495, 10.7933, -14.4072)  -0.11
S (8.6727, 11.9667, -12.0885)  0.42
O (9.2884, 13.2463, -11.8114)  -0.87
O (7.2795, 11.8580, -11.7722)  -0.42
N (9.8036, 10.7710, -11.6147)  -0.15
S (8.8885, 9.8899, -10.6813)  0.29
O (8.5575, 10.4741, -9.4111)  -0.53
O (7.7446, 9.3102, -11.3481)  -0.40
C (9.9647, 8.3701, -10.3265)  0.37
F (10.4249, 7.7637, -11.4136)  -0.06
F (10.9544, 8.7626, -9.5167)  -0.21
F (9.2378, 7.4906, -9.6392)  -0.19
C (14.1587, 8.0743, -9.8723)  -0.56
C (14.4093, 9.3931, -9.0969)  -0.37
O (14.2339, 10.6001, -9.7303)  -0.98
H (14.0543, 8.4175, -10.9104)  -0.01
H (13.2156, 7.5900, -9.6136)  0.12
H (14.9768, 7.3552, -9.8219)  0.40
H (15.3663, 9.3473, -8.5361)  0.39
H (13.7338, 9.3627, -8.2058)  0.06
C (11.9737, 14.5694, -13.5403)  0.10
C (13.4122, 14.5233, -12.9973)  -0.92
O (13.8546, 13.2773, -12.7162)  -0.94
H (11.8831, 13.8948, -14.3955)  0.18
H (11.7067, 15.5611, -13.9384)  0.14
H (11.2692, 14.3302, -12.7422)  -0.11
H (13.4208, 15.2232, -12.1141)  0.21
H (14.0433, 15.0807, -13.7290)  0.43
C (12.7807, 7.9018, -14.6004)  -0.06
O (12.8311, 8.7915, -13.7734)  -0.74
N (12.8026, 6.5874, -14.3183)  0.28
C (12.6064, 5.5719, -15.3615)  -0.94
C (13.0246, 6.1074, -12.9801)  -0.65
H (12.5856, 8.0982, -15.6664)  0.35
H (12.1692, 6.0378, -16.2395)  0.31
H (11.8915, 4.8821, -14.9161)  0.26
H (13.5905, 5.1253, -15.5027)  0.34
H (13.0014, 6.9138, -12.2547)  -0.06
H (12.3193, 5.3295, -12.6677)  0.27
H (13.9793, 5.5694, -12.9226)  0.34
C (8.7231, 5.7814, -16.2341)  0.03
O (8.3999, 6.5984, -17.0727)  -0.57
N (8.9909, 5.9543, -14.9229)  0.43
C (8.9622, 7.2551, -14.2646)  -0.82
C (9.2335, 4.8265, -14.0629)  -0.89
H (8.4754, 4.7151, -16.4301)  0.31
H (8.0875, 7.3309, -13.6124)  0.51
H (8.9505, 8.1332, -14.9030)  0.33
H (9.8236, 7.3440, -13.6035)  -0.14
H (9.3593, 3.8872, -14.6120)  0.41
H (10.1688, 4.9197, -13.5123)  0.08
H (8.3679, 4.5811, -13.4418)  0.33
C (9.6111, 16.9598, -16.3766)  -0.65
C (8.7209, 16.0458, -17.2054)  0.83
O (7.5576, 16.3313, -17.3628)  -0.55
C (9.3174, 14.8091, -17.8517)  -0.87
H (10.3458, 17.5424, -16.9374)  0.38
H (10.1327, 16.3699, -15.6221)  -0.10
H (8.9362, 17.7188, -15.9834)  0.32
H (8.6570, 14.5047, -18.6602)  0.35
H (9.2604, 13.9976, -17.1202)  0.04
H (10.3538, 14.9938, -18.1230)  0.33
C (4.1800, 7.6234, -8.1209)  -1.36
C (5.1625, 8.4978, -8.8755)  0.80
O (6.3507, 8.4341, -8.6867)  -0.42
C (4.6338, 9.1848, -10.1196)  -0.77
H (4.7459, 7.0789, -7.3624)  0.33
H (3.6754, 6.8750, -8.7291)  0.36
H (3.4516, 8.2435, -7.5931)  0.34
H (5.4120, 9.1685, -10.8830)  0.10
H (4.4809, 10.2555, -9.9534)  0.25
H (3.7145, 8.7343, -10.4900)  0.37
C (5.6490, 14.1100, -14.0926)  -0.63
C (5.0021, 15.4053, -14.4989)  0.70
O (5.6642, 16.3485, -14.8562)  -0.53
C (3.5199, 15.5207, -14.2306)  -1.19
H (5.2501, 13.2335, -14.6133)  0.41
H (5.3709, 13.9459, -13.0494)  0.29
H (6.7162, 14.1032, -14.2857)  -0.02
H (3.2045, 16.5403, -14.0195)  0.35
H (3.1344, 14.8525, -13.4614)  0.32
H (3.0022, 15.2210, -15.1498)  0.28
C (8.5189, 10.4598, -5.8594)  0.00
C (7.3685, 10.2599, -4.9837)  0.07
N (6.4413, 10.1164, -4.3220)  -0.45
H (8.6970, 11.5292, -5.9397)  0.11
H (8.2802, 10.0800, -6.8574)  -0.07
H (9.3432, 9.8498, -5.4958)  0.35